Formula: C5H8O
Source: OMol25
Level of theory: ωB97M-V/def2-TZVPD

```
14
Properties=species:S:1:pos:R:3:forces:R:3:lowdin_charge:R:1
O 2.0106 -0.2940 0.4754 0.163 -0.062 -0.478 -0.041
C 0.7949 0.4190 0.5947 -0.319 -0.027 -0.027 -0.364
C 0.2517 1.0018 -0.7565 -0.085 0.078 0.062 -0.122
C -0.9503 0.1298 -1.0659 -0.046 0.312 -0.016 -0.110
C -0.8951 -0.9989 -0.3640 -1.287 0.794 0.787 -0.101
C -0.3280 -0.5617 0.9746 0.232 -0.313 0.201 -0.153
H 1.7970 -1.0676 -0.0641 0.286 0.047 0.046 0.092
H 1.0006 1.2159 1.3272 -0.270 -0.407 -0.210 0.144
H 0.9778 0.8300 -1.5661 0.007 0.224 0.305 0.116
H 0.0507 2.0765 -0.7360 -0.046 -0.104 0.154 0.106
H -1.9032 0.5012 -1.4200 0.355 -0.179 -1.574 0.109
H -0.0529 -1.4389 1.5348 0.596 0.111 0.874 0.100
H -1.6109 -1.8130 -0.4256 -0.092 0.190 0.003 0.096
H -1.1430 -0.0001 1.4917 0.505 -0.664 -0.127 0.128
```
Forces are in eV/Å.

Results
- LUMO energy: 0.73 eV
- Relative energy (zero: lowest compared OMol25 entry of this formula, charge and spin): 50.4 kcal/mol
- Frontier orbital gap: 9.4666 eV
- SMILES: OC1CC=CC1
- HOMO energy: -8.74 eV

Formula: C5H8O
Source: OMol25
Level of theory: ωB97M-V/def2-TZVPD

```
14
Properties=species:S:1:pos:R:3:forces:R:3:lowdin_charge:R:1
C -1.8822 0.2806 0.2781 0.055 0.137 0.032 -0.006
C -0.4354 0.1520 -0.0668 -0.206 0.075 0.664 -0.445
C 0.6429 -0.3717 0.8942 0.028 -0.209 0.123 -0.095
C 1.6435 -0.3117 -0.2945 0.245 0.091 0.160 -0.101
C 0.6133 0.5474 -1.0403 0.032 0.114 -0.122 -0.195
O -0.3630 -0.4209 -1.3821 0.285 -0.481 -0.250 -0.013
H -2.1054 0.7863 1.2202 0.103 0.074 -0.171 0.081
H -2.1767 -0.7791 0.3720 -0.231 0.395 0.052 0.098
H -2.4224 0.7072 -0.5679 -0.113 0.087 0.257 0.085
H 0.9298 0.4060 1.6264 -0.463 -0.177 -0.373 0.120
H 0.4448 -1.2920 1.4587 0.215 -0.070 -0.346 0.107
H 2.6163 0.1488 -0.1317 0.003 -0.192 0.246 0.102
H 1.7064 -1.3108 -0.7509 0.320 0.575 -0.158 0.118
H 0.7881 1.4579 -1.6154 -0.272 -0.419 -0.113 0.145
```
Forces are in eV/Å.

Results
- LUMO energy: 1.15 eV
- Relative energy (zero: lowest compared OMol25 entry of this formula, charge and spin): 60.0 kcal/mol
- Frontier orbital gap: 10.5024 eV
- SMILES: C[C@]12CC[C@H]1O2
- HOMO energy: -9.35 eV

Formula: C5H8O
Source: OMol25
Level of theory: ωB97M-V/def2-TZVPD

```
14
Properties=species:S:1:pos:R:3:forces:R:3:lowdin_charge:R:1
C -1.3742 0.2172 0.4426 -0.021 0.033 0.054 -0.086
C -0.2592 -0.5261 -0.2897 -0.007 0.056 -0.015 -0.348
C 0.8773 0.3298 -0.7937 0.070 0.154 0.004 -0.149
C 1.1270 1.5810 -0.4233 -0.051 -0.116 -0.034 0.016
C 0.2962 -1.6590 0.5672 0.321 -0.187 -0.080 -0.230
O 1.3869 -2.1531 0.4247 -0.485 0.205 0.088 0.060
H -0.9926 0.7692 1.3081 -0.047 -0.091 -0.102 0.080
H -1.8684 0.9291 -0.2249 0.096 -0.087 0.107 0.087
H -2.1315 -0.4873 0.8045 0.116 0.100 -0.059 0.077
H -0.7091 -1.0379 -1.1573 0.076 0.036 0.107 0.150
H 1.5524 -0.1666 -1.4877 -0.063 0.075 0.121 0.106
H 0.5005 2.1202 0.2833 0.052 -0.089 -0.137 0.053
H 1.9904 2.1146 -0.8102 -0.130 -0.093 0.034 0.056
H -0.3958 -2.0311 1.3564 0.073 0.004 -0.088 0.127
```
Forces are in eV/Å.

Results
- LUMO energy: 0.94 eV
- Relative energy (zero: lowest compared OMol25 entry of this formula, charge and spin): 26.2 kcal/mol
- Frontier orbital gap: 10.5650 eV
- SMILES: C=C[C@H](C)C=O
- HOMO energy: -9.62 eV

Formula: C5H8O
Source: OMol25
Level of theory: ωB97M-V/def2-TZVPD

```
14
Properties=species:S:1:pos:R:3:forces:R:3:lowdin_charge:R:1
C 0.9872 0.3111 0.8144 2.026 1.995 1.368 -0.402
C -0.4617 0.1280 1.3041 0.962 -2.154 -0.009 -0.116
C -0.9248 -0.7763 0.1204 -0.798 -0.344 -1.420 -0.201
C -0.4175 0.0441 -1.1472 -0.467 0.696 -0.696 -0.212
C 1.0384 0.4166 -0.7096 -1.084 -1.654 -0.440 -0.131
H -0.9317 1.1069 1.3037 -0.260 0.049 0.006 0.116
H -0.5213 -0.3807 2.3170 0.138 0.834 -1.221 0.134
H -0.3105 -1.7876 0.1289 -1.484 1.875 0.119 0.147
H -2.0582 -0.9570 0.0140 1.829 0.010 0.511 0.120
H -1.0284 1.0330 -1.3578 0.945 -1.963 0.775 0.132
H -0.4588 -0.5200 -2.1403 0.079 0.542 1.495 0.111
H 1.3682 1.3598 -1.1413 0.305 -0.041 0.450 0.114
H 1.7150 -0.4181 -1.0044 -0.189 0.724 -0.067 0.129
O 2.0040 0.4401 1.4980 -2.003 -0.568 -0.872 0.058
```
Forces are in eV/Å.

Results
- LUMO energy: 0.95 eV
- Relative energy (zero: lowest compared OMol25 entry of this formula, charge and spin): 17.9 kcal/mol
- Frontier orbital gap: 10.3833 eV
- SMILES: O=C1CCCC1
- HOMO energy: -9.43 eV

Formula: C5H8O
Source: OMol25
Level of theory: ωB97M-V/def2-TZVPD

```
14
Properties=species:S:1:pos:R:3:forces:R:3:lowdin_charge:R:1
C -0.0266 -1.2972 0.9616 -0.199 -0.160 -0.121 -0.088
C -1.2619 -0.6533 1.3145 -0.113 -0.006 0.067 -0.174
C -0.0294 0.2938 1.0501 0.121 0.428 -0.065 -0.243
C -0.0014 0.8393 -0.1952 0.066 -0.091 0.016 -0.271
C -0.2485 0.8717 -1.6070 -0.195 -0.168 -0.208 0.000
O 0.6745 1.7585 -0.8744 0.037 0.048 0.221 0.068
H -0.0088 -1.6590 -0.0746 0.020 0.074 0.114 0.037
H 2.2873 -0.8845 -0.3356 0.058 0.028 -0.054 0.039
H -1.5091 -0.5378 2.3713 0.073 -0.020 -0.156 0.100
H -2.1336 -0.5425 0.6581 0.184 -0.038 0.064 0.102
H 0.4694 0.8047 1.8677 -0.085 -0.086 -0.131 0.139
H 2.6642 -0.5307 -0.8737 -0.024 -0.040 0.048 0.058
H 0.2531 0.1632 -2.2622 -0.071 0.101 0.116 0.115
H -1.1292 1.3738 -2.0006 0.128 -0.069 0.087 0.119
```
Forces are in eV/Å.

Results
- LUMO energy (spin up / spin down): 0.59 / 0.59 eV
- Relative energy (zero: lowest compared OMol25 entry of this formula, charge and spin): 153.4 kcal/mol
- Frontier orbital gap (spin up / spin down): 8.0559 / 8.0533 eV
- HOMO energy (spin up / spin down): -7.47 / -7.46 eV

Formula: C5H8O
Source: OMol25
Level of theory: ωB97M-V/def2-TZVPD

```
14
Properties=species:S:1:pos:R:3:forces:R:3:lowdin_charge:R:1
C 1.8258 0.2508 0.6502 -0.065 -0.616 0.098 -0.424
O 1.6693 1.5138 0.3916 0.064 0.275 -0.008 -0.184
C 0.3975 -0.2860 0.1639 -0.054 0.325 0.012 -0.241
C -0.8601 -0.3046 0.8070 0.022 -0.020 0.064 0.025
C -1.6356 0.1136 -0.4031 -0.095 -0.099 -0.007 -0.119
C -0.2748 0.0883 -1.1622 0.107 0.011 -0.197 -0.103
H 1.9019 -0.0741 1.7181 0.010 0.109 -0.136 0.103
H 2.5945 -0.3216 0.0785 -0.069 0.155 0.082 0.102
H -1.1297 -0.5677 1.8289 0.061 0.061 -0.134 0.133
H 0.1022 -1.4098 0.4030 -0.056 -0.162 -0.009 0.231
H -2.0306 1.1303 -0.2741 0.059 -0.111 0.020 0.131
H -2.4428 -0.5416 -0.7422 0.108 0.105 0.067 0.114
H 0.0733 1.0628 -1.4998 -0.069 -0.132 0.023 0.117
H -0.1907 -0.6541 -1.9598 -0.024 0.098 0.124 0.116
```
Forces are in eV/Å.

Results
- LUMO energy (spin up / spin down): -0.55 / -0.55 eV
- Relative energy (zero: lowest compared OMol25 entry of this formula, charge and spin): 130.5 kcal/mol
- Frontier orbital gap (spin up / spin down): 7.2261 / 7.2272 eV
- HOMO energy (spin up / spin down): -7.77 / -7.77 eV

Formula: C5H8O
Source: OMol25
Level of theory: ωB97M-V/def2-TZVPD

```
14
Properties=species:S:1:pos:R:3:forces:R:3:lowdin_charge:R:1
O -1.8307 -0.1459 -0.7739 0.267 0.342 -0.156 0.012
C -1.1160 0.7899 -1.0699 -0.209 -0.183 0.057 -0.292
C 0.3418 0.9065 -0.8806 0.135 -0.104 0.078 -0.091
C 1.1685 0.1145 -0.1699 -0.062 0.071 -0.102 -0.094
C 0.9251 -1.1429 0.5406 -0.055 -0.076 -0.002 -0.169
C 0.0545 -2.0922 0.1971 0.068 0.019 0.035 0.044
H -1.0819 1.6213 1.6688 -0.017 -0.004 0.038 0.025
H -1.5718 1.6928 -1.5237 0.036 -0.011 0.056 0.112
H -0.8207 2.2790 1.8911 -0.013 0.012 0.019 0.039
H 0.7645 1.8179 -1.2997 -0.050 -0.138 0.024 0.095
H 2.1958 0.4724 -0.0827 -0.157 -0.024 0.000 0.104
H 1.5824 -1.3208 1.3897 -0.039 0.034 -0.099 0.094
H -0.6016 -1.9784 -0.6540 0.064 -0.061 0.091 0.056
H -0.0099 -3.0143 0.7671 0.032 0.123 -0.039 0.064
```
Forces are in eV/Å.

Results
- LUMO energy: -0.23 eV
- Relative energy (zero: lowest compared OMol25 entry of this formula, charge and spin): 62.6 kcal/mol
- Frontier orbital gap: 9.0879 eV
- SMILES: C=C/C=C\C=O.[H][H]
- HOMO energy: -9.32 eV

Formula: C5H8O
Source: OMol25
Level of theory: ωB97M-V/def2-TZVPD

```
14
Properties=species:S:1:pos:R:3:forces:R:3:lowdin_charge:R:1
C 1.1179 0.9140 -1.7716 0.512 -2.028 -0.171 -0.102
O 0.4950 1.8822 -1.0336 0.797 3.400 -1.251 -0.088
C -0.2216 1.5988 0.0185 -0.995 1.614 -0.386 -0.199
C -0.5214 0.4235 0.3855 -0.047 -0.763 0.153 -0.058
C -0.2676 -0.5343 1.1710 1.816 -0.880 1.958 -0.222
C -0.9480 -1.7907 1.1855 -1.083 -1.603 0.002 -0.123
H 0.3747 0.1941 -2.1253 -0.049 -0.110 -0.174 0.098
H 1.6742 1.3108 -2.6203 -0.309 0.475 0.194 0.095
H 1.8234 0.3468 -1.1593 0.079 -0.052 0.043 0.097
H 0.5794 -0.4218 1.8925 -0.595 -0.080 -0.571 0.133
H -0.7448 2.3892 0.5159 0.139 1.036 -0.252 0.129
H -0.2518 -2.5770 0.8951 -0.086 -0.336 0.309 0.080
H -1.3479 -1.9441 2.1854 -0.076 -0.588 0.058 0.078
H -1.7613 -1.7916 0.4606 -0.104 -0.086 0.088 0.082
```
Forces are in eV/Å.

Results
- LUMO energy: 0.92 eV
- Relative energy (zero: lowest compared OMol25 entry of this formula, charge and spin): 73.4 kcal/mol
- Frontier orbital gap: 9.5476 eV
- SMILES: CC=C=COC
- HOMO energy: -8.62 eV

| no. | calculated total energy (eV) |
| --- | --- |
| 1 | -7360.0700 |
| 2 | -7359.6546 |
| 3 | -7361.1186 |
| 4 | -7361.4806 |
| 5 | -7355.6036 |
| 6 | -7356.5977 |
| 7 | -7359.5390 |
| 8 | -7359.0726 |